# C39H60Cl3GeN4P3SiY

A molecular structure, C39H60Cl3GeN4P3SiY (ωB97M-V with the def2-TZVPD basis set, the Open Molecules 2025 dataset).

## Properties
Relative energy (zero: lowest compared OMol25 entry of this formula, charge and spin) in kJ/mol: 0.0
Gap between HOMO and LUMO (spin up / spin down) in eV: 6.881 / 5.338
Multiplicity: 2
Molecular weight in Da: 973.8
Energy in eV: -178241.451
Charge: +2

The geometry in XYZ format:
```
112
Properties=species:S:1:pos:R:3:forces:R:3:mulliken_charge:R:1
Y -0.19834 -2.18268 -0.16609 0.28 0.64 0.07 -1.871
Ge -0.19694 0.79059 0.13595 0.18 -0.01 0.11 1.597
Cl 0.60170 -4.49267 0.77194 0.06 -0.21 0.12 -0.356
Cl -1.19255 -3.86784 -1.89212 -0.19 -0.27 -0.18 -0.340
Cl -0.86282 -7.04517 -0.86600 0.02 0.16 0.03 -0.202
P 0.32869 -1.37501 2.63015 -0.05 0.03 -0.12 1.208
P -2.87311 -1.09532 -0.62572 -0.16 0.12 0.10 1.442
P 2.22369 -1.42706 -1.68514 0.03 0.02 -0.01 1.224
Si -1.51797 -5.30012 -0.00150 -0.08 -0.42 -0.02 0.304
N -1.94778 1.48716 -0.16408 -0.03 -0.07 0.12 0.309
N 1.38538 1.18167 -1.79211 -0.06 0.02 -0.08 0.075
N 0.30556 1.28178 1.88833 -0.11 0.05 -0.09 0.855
N 0.19028 2.91804 -0.19236 -0.04 0.05 0.04 1.446
C 1.95696 -1.67085 4.95350 -0.01 0.04 0.01 -1.701
C -2.04660 2.59045 -0.98999 0.24 0.19 -0.04 0.344
C 2.25036 4.30808 -0.23556 -0.12 -0.14 -0.02 -0.210
C 4.95371 -0.63266 -1.41450 -0.04 0.03 -0.02 -1.443
C 2.82128 -2.60531 2.81203 0.07 0.02 0.03 -1.367
C -4.82684 -1.98899 1.20978 0.04 0.00 0.06 -1.557
C -3.07390 0.61712 0.07780 -0.11 0.05 -0.01 -1.575
C -0.73095 4.38556 -1.99853 -0.16 -0.04 -0.02 -0.029
C -1.33280 -1.53302 3.43067 -0.05 0.13 0.06 1.176
C -4.01690 -0.18609 -3.11109 0.00 0.01 0.08 -1.780
C -0.09095 3.48650 1.13652 0.02 -0.05 0.15 -0.205
C 3.41834 -0.11122 0.50555 -0.13 0.00 0.06 -0.842
C 3.34274 -1.96848 -4.26392 -0.02 0.00 -0.05 -1.665
C -1.89448 -2.92260 3.14538 -0.04 -0.06 -0.12 -0.973
C -0.47143 4.80302 1.30724 0.02 -0.05 0.11 0.169
C -4.53788 -1.82403 -0.28003 -0.12 0.12 -0.05 0.519
C 0.08181 2.61516 2.21684 -0.04 0.16 -0.11 0.435
C -1.43665 -1.23022 4.92541 0.06 0.05 -0.05 -1.791
C -4.78627 -3.14427 -1.00505 0.03 -0.05 -0.01 -1.391
C 2.89235 -2.61351 -2.95398 0.12 0.02 0.08 0.502
C -0.03325 3.14638 3.50249 0.02 -0.11 -0.05 -0.876
C 3.48663 4.58506 -0.81793 -0.01 0.03 0.05 -1.029
C 3.71227 -1.07403 -0.63911 0.04 -0.11 0.00 0.333
C -1.51729 -0.39628 -2.96890 0.06 0.02 -0.03 -1.008
C -3.16831 3.06089 -1.67040 0.08 -0.07 0.02 -1.009
C 2.06086 2.31029 -1.63565 0.00 0.10 0.20 0.986
C -2.85268 -0.93656 -2.46893 -0.06 -0.09 -0.05 0.322
C 1.55769 -2.32105 3.62624 -0.02 -0.10 0.13 0.807
C -1.84714 4.79640 -2.72027 0.06 0.03 -0.02 -1.105
C -0.85151 3.31601 -1.13952 -0.18 -0.05 -0.01 0.163
C -3.05502 4.15019 -2.52414 -0.01 0.04 -0.04 -1.002
C 0.79663 0.38828 2.90463 0.01 -0.11 0.23 -1.404
C -0.62289 5.30423 2.59227 -0.01 0.00 -0.06 -1.175
C 1.52013 3.22244 -0.66206 0.10 -0.03 -0.04 -0.798
C 1.89581 0.13670 -2.63698 0.16 0.07 -0.15 -1.640
C 1.93496 -3.76469 -3.23500 -0.07 -0.02 -0.01 -1.505
C 3.98724 3.78025 -1.84094 0.06 -0.07 -0.11 -1.024
C -0.37837 4.47609 3.67619 -0.02 0.09 0.02 -0.919
C 3.29923 2.66632 -2.24827 0.03 -0.01 -0.03 -1.213
H 1.11238 -1.41371 5.58421 -0.04 0.00 0.04 0.325
H -1.98857 -3.13600 2.07363 0.03 0.02 0.01 -0.221
H 3.40482 -3.38865 3.29464 0.02 -0.01 0.03 0.558
H -4.62260 -1.09496 1.79886 0.01 0.03 -0.01 0.361
H -4.17297 -3.94198 -0.58011 0.02 0.02 -0.02 0.121
H 3.45066 -1.71533 2.76155 -0.01 -0.02 0.00 0.334
H -1.27014 -3.70334 3.58121 0.02 -0.04 0.01 0.370
H -0.94088 -1.99811 5.51671 0.01 -0.04 0.02 0.387
H 4.25090 -0.11340 1.20954 0.02 0.00 0.02 0.732
H -0.47231 4.86548 4.68027 -0.01 0.02 0.03 0.433
H -1.37807 0.65792 -2.72249 0.03 -0.03 0.01 -0.004
H 4.92784 4.03477 -2.30959 0.00 -0.01 -0.02 0.474
H -4.98805 -0.49603 -2.72825 -0.01 -0.03 0.01 0.366
H 2.60746 -2.93365 1.79674 -0.01 -0.05 -0.09 0.090
H 0.37854 0.64369 3.88361 0.05 -0.02 -0.07 0.400
H -2.91107 -1.98469 -2.77767 -0.01 0.05 0.00 0.615
H 5.23711 -1.32847 -2.20112 0.00 -0.03 0.00 0.433
H 2.59109 -2.35865 5.51231 0.02 -0.03 0.02 0.475
H 3.91774 -2.06309 -0.20401 -0.03 0.05 -0.03 0.659
H 1.02978 -3.41681 -3.73694 -0.01 0.01 -0.01 0.270
H 2.49222 -1.57330 -4.82134 -0.01 0.02 -0.02 0.362
H -4.00269 1.04765 -0.30276 0.05 -0.06 -0.07 0.492
H -2.89316 -3.02436 3.56933 -0.01 0.01 0.04 0.540
H 1.88601 0.44515 3.02202 0.00 -0.01 -0.05 0.174
H -3.91570 0.88893 -2.97601 0.00 0.04 0.02 0.331
H -5.88122 -2.22981 1.34421 -0.02 -0.01 0.01 0.473
H 3.77314 -3.02360 -2.44654 -0.03 -0.01 -0.02 0.549
H 4.81605 0.35528 -1.85751 -0.01 -0.01 0.00 0.225
H 0.20883 4.91154 -2.08969 0.05 0.05 -0.02 0.576
H 2.81380 0.40034 -3.16569 -0.10 -0.04 0.03 0.739
H 1.05541 -3.27421 3.83382 0.01 0.05 -0.06 0.539
H 0.13096 2.53572 4.37837 0.00 -0.03 -0.01 0.501
H 1.14840 -0.09949 -3.40031 0.02 -0.06 0.03 0.324
H 3.70712 2.05531 -3.03952 0.01 0.03 0.00 0.734
H 5.79814 -0.55721 -0.72843 0.00 -0.01 0.02 0.453
H -4.13785 2.60360 -1.54432 -0.03 -0.06 0.02 0.586
H -1.02020 -0.26023 5.19655 0.00 0.00 0.01 0.328
H -0.64614 5.43102 0.44574 -0.01 0.06 -0.05 0.582
H -5.82873 -3.43324 -0.86907 -0.01 -0.01 0.01 0.491
H 1.63834 -4.29515 -2.32972 0.03 0.00 0.01 0.317
H 3.29207 0.91153 0.15496 0.01 0.04 -0.03 0.006
H -0.92157 6.33067 2.74296 -0.01 0.04 0.00 0.476
H 2.54304 -0.76666 4.78374 0.00 0.01 0.00 0.326
H 2.41913 -4.48234 -3.89694 0.00 -0.03 -0.02 0.482
H -3.23256 0.49660 1.15518 0.01 -0.04 -0.03 0.218
H -4.25212 -2.81671 1.62230 0.04 -0.03 0.03 0.285
H -1.77591 5.63322 -3.39895 0.00 0.02 -0.02 0.465
H -2.48651 -1.22702 5.21878 -0.03 0.02 -0.01 0.492
H -1.45478 -0.49970 -4.05340 -0.03 0.01 -0.05 0.637
H 3.80580 -2.73133 -4.89012 0.01 -0.01 0.00 0.484
H -5.23347 -1.07366 -0.67682 0.06 -0.04 0.02 0.555
H -4.02063 -0.38059 -4.18364 0.02 0.00 -0.04 0.502
H 1.86921 4.95808 0.53657 -0.04 0.01 0.02 0.628
H -0.66213 -0.96076 -2.56828 0.01 -0.01 0.05 -0.101
H -1.93285 -0.78572 2.88815 0.02 -0.06 0.02 -0.255
H -3.93844 4.49327 -3.04460 -0.01 0.03 -0.03 0.442
H 4.04687 5.44867 -0.48829 0.00 0.01 0.01 0.465
H 2.51389 -0.39305 1.05214 0.07 0.04 -0.06 -0.387
H -4.59900 -3.09813 -2.07631 0.00 0.02 -0.02 0.275
H 4.07098 -1.17034 -4.13262 0.02 0.01 0.02 0.298
```
Forces are in eV/Å.